ORCA calculation (wB97M-V/def2-TZVPD) on a molecular structure, C22H31BrGaINO8.

Each line ends with the Löwdin charge.
Cartesian coordinates (Å):
C1 0.650 -3.723 0.563  -0.124
C2 1.211 -3.911 -0.845  -0.406
C3 1.834 -2.617 -1.353  -0.722
Br1 3.050 -3.063 -2.865  0.528
Ga1 0.517 -1.116 -1.916  0.244
N1 0.615 -0.683 -3.796  -0.109
C4 -1.431 -1.582 -1.628  -0.211
C5 -2.359 -0.545 -0.979  -0.498
C6 -2.292 -0.562 0.560  -0.092
C7 -3.805 -0.730 -1.437  -0.112
C8 1.272 0.575 -1.039  -0.701
I1 1.509 0.324 1.106  0.922
C9 2.612 0.947 -1.658  -0.420
C10 3.231 2.267 -1.200  -0.148
H1 1.378 -3.221 1.208  0.058
H2 0.395 -4.681 1.023  0.066
H3 -0.247 -3.101 0.557  0.039
H4 0.395 -4.212 -1.514  0.094
H5 1.932 -4.734 -0.848  0.076
H6 2.546 -2.263 -0.605  0.002
H7 0.188 -1.432 -4.340  -0.039
H8 1.579 -0.669 -4.125  -0.061
H9 -1.771 -1.740 -2.661  0.045
H10 -1.568 -2.550 -1.123  0.047
H11 -2.049 0.452 -1.315  0.109
H12 -1.461 -1.173 0.916  0.032
H13 -2.153 0.435 0.983  0.064
H14 -3.209 -0.980 0.988  0.067
H15 -4.165 -1.732 -1.184  0.079
H16 -4.473 0.000 -0.964  0.058
H17 -3.889 -0.615 -2.523  0.069
H18 0.587 1.422 -1.099  0.016
H19 3.330 0.133 -1.519  0.091
H20 2.426 1.007 -2.738  0.092
H21 4.117 2.518 -1.787  0.064
H22 3.520 2.223 -0.147  0.028
H23 2.513 3.087 -1.302  0.070
C11 5.103 -0.988 5.372  0.065
C12 6.388 -1.358 5.434  -0.240
C13 7.311 -1.332 4.226  -0.323
O1 8.463 -1.691 4.444  0.073
C14 6.793 -0.911 2.961  0.061
C15 5.496 -0.542 2.876  -0.226
C16 4.574 -0.540 4.100  -0.307
O2 3.438 -0.148 3.930  0.064
O3 4.948 -0.150 1.754  0.088
O4 7.000 -1.779 6.534  0.096
H24 4.445 -1.000 6.229  0.131
H25 7.449 -0.909 2.103  0.133
H26 3.984 0.034 1.866  -0.016
H27 7.922 -1.964 6.244  0.112
C17 -7.474 3.109 -2.185  0.064
C18 -6.225 2.625 -2.306  -0.227
C19 -5.086 3.048 -1.382  -0.304
O5 -4.006 2.549 -1.629  0.112
C20 -5.359 3.975 -0.308  0.075
C21 -6.607 4.449 -0.190  -0.234
C22 -7.737 4.046 -1.127  -0.317
O6 -8.820 4.564 -0.897  0.082
O7 -6.997 5.310 0.740  0.105
O8 -5.852 1.752 -3.218  0.120
H28 -8.283 2.815 -2.838  0.132
H29 -4.553 4.257 0.354  0.137
H30 -7.951 5.458 0.563  0.115
H31 -4.901 1.565 -3.044  0.114

M, g mol⁻¹: 714.0
HOMO, hartree: -0.1861
E_LUMO, eV: 0.207
Net charge: -1
2S+1: 1
Frontier orbital gap, eV: 5.27
F_max, eV/Å: 0.25

ORCA calculation (wB97M-V/def2-TZVPD) on a molecular structure, C25H36Cl40O5SSi2.

Each line ends with the Löwdin charge.
Cartesian coordinates (Å):
C1 1.745 1.818 2.599  -0.053
C2 1.391 3.086 3.382  -0.245
O1 1.243 2.874 4.785  -0.133
C3 0.140 2.087 5.165  -0.204
C4 -1.155 2.855 5.265  -0.193
O2 -1.423 3.433 4.013  -0.152
C5 -2.729 3.910 3.831  -0.193
C6 -2.719 4.784 2.591  -0.189
O3 -2.077 4.150 1.505  -0.229
C7 -2.912 3.284 0.766  -0.331
Si1 -2.169 3.070 -0.946  0.216
S1 -2.537 1.001 -1.375  0.453
O4 -0.579 3.493 -0.973  -0.441
Si2 0.501 3.004 -2.126  0.505
C8 2.222 2.937 -1.447  -0.304
C9 3.259 2.834 -2.593  -0.260
C10 3.931 1.458 -2.767  -0.195
C11 3.028 0.213 -2.608  -0.204
C12 2.976 -0.726 -3.828  -0.204
C13 2.974 -2.206 -3.425  -0.184
C14 2.750 -3.156 -4.590  -0.249
O5 4.003 -3.494 -5.152  -0.217
C15 3.910 -4.318 -6.287  -0.125
H1 1.634 0.926 3.227  0.071
H2 2.762 1.855 2.211  0.054
H3 1.064 1.673 1.752  0.071
H4 0.498 3.567 2.969  0.096
H5 2.207 3.812 3.305  0.107
H6 -0.003 1.227 4.493  0.120
H7 0.369 1.686 6.160  0.131
H8 -1.119 3.617 6.061  0.134
H9 -1.952 2.139 5.538  0.128
H10 -3.442 3.073 3.737  0.126
H11 -3.052 4.523 4.690  0.134
H12 -2.196 5.721 2.782  0.117
H13 -3.763 5.037 2.342  0.128
H14 -3.924 3.708 0.680  0.098
H15 -2.963 2.313 1.270  0.003
H16 -2.895 3.907 -1.921  0.000
H17 -2.027 0.979 -2.605  -0.213
H18 0.126 1.677 -2.671  -0.027
H19 0.476 3.972 -3.252  0.000
H20 2.330 2.109 -0.736  0.074
H21 2.371 3.860 -0.874  0.051
H22 2.827 3.156 -3.553  0.087
H23 4.052 3.562 -2.387  0.104
H24 4.782 1.384 -2.084  0.103
H25 4.348 1.431 -3.783  0.101
H26 2.008 0.503 -2.342  0.067
H27 3.415 -0.378 -1.767  0.109
H28 2.055 -0.539 -4.397  0.111
H29 3.845 -0.550 -4.473  0.112
H30 2.218 -2.377 -2.650  0.118
H31 3.972 -2.446 -3.032  0.123
H32 2.128 -2.674 -5.366  0.122
H33 2.222 -4.072 -4.276  0.123
H34 4.918 -4.425 -6.685  0.034
H35 3.510 -5.309 -6.024  0.092
H36 3.254 -3.872 -7.050  0.091
C16 1.453 7.162 1.288  -2.047
Cl1 1.514 8.595 0.249  0.523
Cl2 0.649 7.596 2.807  0.524
Cl3 0.585 5.874 0.480  0.602
Cl4 3.098 6.649 1.667  0.504
C17 -5.154 -0.590 2.605  -2.042
Cl5 -5.602 -2.207 2.076  0.514
Cl6 -4.335 -0.681 4.169  0.523
Cl7 -4.068 0.148 1.423  0.538
Cl8 -6.606 0.404 2.761  0.529
C18 7.611 1.082 1.751  -2.057
Cl9 7.215 -0.620 1.493  0.526
Cl10 8.166 1.311 3.404  0.498
Cl11 8.864 1.579 0.609  0.528
Cl12 6.164 2.059 1.525  0.497
C19 7.679 5.664 3.381  -2.055
Cl13 6.382 5.332 2.232  0.485
Cl14 7.278 4.934 4.937  0.522
Cl15 9.184 4.972 2.773  0.521
Cl16 7.867 7.409 3.576  0.533
C20 8.314 -4.724 -6.841  -2.065
Cl17 8.068 -6.404 -6.357  0.521
Cl18 10.032 -4.330 -6.750  0.524
Cl19 7.749 -4.506 -8.502  0.519
Cl20 7.400 -3.665 -5.771  0.558
C21 -8.492 -5.360 2.039  -2.052
Cl21 -8.662 -3.858 1.125  0.512
Cl22 -9.318 -5.203 3.590  0.535
Cl23 -9.201 -6.689 1.121  0.509
Cl24 -6.778 -5.683 2.312  0.495
C22 5.715 -0.662 6.468  -2.065
Cl25 4.239 -1.474 5.943  0.521
Cl26 5.855 -0.764 8.225  0.524
Cl27 7.113 -1.442 5.720  0.511
Cl28 5.648 1.029 5.979  0.509
C23 -11.000 -7.323 -2.803  -2.051
Cl29 -12.415 -7.450 -3.854  0.501
Cl30 -11.243 -8.357 -1.388  0.514
Cl31 -9.574 -7.858 -3.692  0.534
Cl32 -10.782 -5.659 -2.281  0.516
C24 -13.058 -2.871 -5.442  -2.060
Cl33 -13.059 -4.549 -4.899  0.482
Cl34 -11.389 -2.318 -5.614  0.521
Cl35 -13.883 -2.746 -6.997  0.524
Cl36 -13.890 -1.865 -4.253  0.523
C25 -3.431 -8.625 2.529  -2.068
Cl37 -2.476 -9.902 1.776  0.526
Cl38 -3.356 -8.787 4.284  0.524
Cl39 -2.786 -7.049 2.056  0.516
Cl40 -5.109 -8.745 1.998  0.505

M, g mol⁻¹: 1922.9
HOMO, hartree: -0.3456
E_LUMO, eV: 0.053
2S+1: 1
Frontier orbital gap, eV: 9.46
F_max, eV/Å: 0.70

ORCA calculation (wB97M-V/def2-TZVPD) on C5H7NO in the gas phase at a distorted geometry.

Each line ends with the Löwdin charge.
Cartesian coordinates (Å):
C1 -0.661 -1.694 0.471  -0.093
C2 -0.010 -0.949 -0.717  -0.083
C3 -0.751 0.434 1.082  -0.158
C4 1.095 1.380 -0.599  -0.170
C5 0.057 0.430 -0.236  -0.438
N1 -1.017 -0.894 1.403  0.043
O1 -0.117 1.527 -1.116  0.026
H1 -0.576 -2.753 0.466  0.097
H2 1.092 -1.389 -0.845  0.163
H3 -0.533 -0.898 -1.635  0.109
H4 -0.259 0.929 1.886  0.110
H5 -1.647 1.031 0.864  0.136
H6 1.529 1.906 0.287  0.138
H7 1.798 0.940 -1.311  0.122

M, g mol⁻¹: 97.1
HOMO, hartree: -0.3585
E_LUMO, eV: 0.946
ΔE to the lowest compared entry with this formula, charge and spin, eV: 2.797
2S+1: 1
Frontier orbital gap, eV: 10.70
F_max, eV/Å: 4.74

ORCA calculation (wB97M-V/def2-TZVPD) on 2 unconnected molecules or ions with the total composition C4H9N2 at a distorted geometry.

Each line ends with the Löwdin charge.
Cartesian coordinates (Å):
C1 0.277 1.984 0.453  0.032
C2 -0.681 -2.222 -0.984  -0.058
C3 -0.825 -0.581 0.937  0.233
C4 0.001 -1.236 0.015  -0.324
N1 1.140 2.914 0.648  0.050
N2 -0.209 -0.972 -1.412  0.047
H1 -0.402 2.152 -0.383  0.040
H2 -0.577 -0.561 1.986  0.094
H3 -0.134 -3.139 -1.188  0.131
H4 -1.755 -2.329 -0.894  0.119
H5 -1.778 -0.184 0.625  0.106
H6 0.994 -1.530 0.348  0.150
H7 1.211 3.769 0.088  0.130
H8 0.649 -1.001 -1.958  0.132
H9 1.829 2.855 1.396  0.118

M, g mol⁻¹: 85.1
HOMO (spin up / spin down), hartree: -0.4770 / -0.4771
E_LUMO (spin up / spin down), eV: -5.724 / -5.724
ΔE to the lowest compared entry with this formula, charge and spin, eV: 5.672
Net charge: +1
2S+1: 1
Frontier orbital gap (spin up / spin down), eV: 7.26 / 7.26
F_max, eV/Å: 1.47

ORCA calculation (wB97M-V/def2-TZVPD) on C15H15N7O4 in the gas phase at a distorted geometry.

Each line ends with the Löwdin charge.
Cartesian coordinates (Å):
C1 2.760 2.735 1.554  -0.012
C2 2.996 1.491 0.786  -0.256
C3 3.570 0.297 1.162  0.071
C4 3.461 -0.515 0.019  -0.233
N1 2.876 0.137 -0.979  0.185
N2 2.617 1.339 -0.510  -0.110
C5 1.890 2.272 -1.326  -0.033
C6 0.431 2.120 -1.063  -0.315
N3 -0.526 2.378 -1.911  0.148
O1 -1.667 2.034 -1.270  0.043
C7 -1.315 1.583 -0.061  -0.234
N4 -0.029 1.629 0.118  0.243
C8 -2.283 0.944 0.875  -0.434
O2 -2.005 0.739 2.034  0.105
N5 -3.446 0.603 0.278  0.070
C9 -4.218 -0.492 0.821  -0.153
H1 -3.894 -0.623 1.855  0.122
C10 -3.955 -1.770 0.000  -0.109
C11 -2.486 -1.901 -0.304  -0.302
N6 -2.061 -1.198 -1.351  0.104
C12 -0.781 -1.251 -1.679  -0.138
C13 0.156 -1.992 -0.979  -0.052
C14 -0.279 -2.701 0.130  -0.044
C15 -1.621 -2.658 0.475  -0.011
H2 -1.993 -3.202 1.330  0.114
H3 0.416 -3.285 0.715  0.110
H4 1.186 -2.016 -1.300  0.074
H5 -0.501 -0.670 -2.549  0.111
H6 -4.493 -1.702 -0.947  0.116
H7 -4.315 -2.636 0.555  0.114
H8 -5.281 -0.239 0.803  0.120
H9 -3.503 0.709 -0.728  0.134
H10 2.210 3.294 -1.104  0.135
H11 2.090 2.047 -2.377  0.142
N7 3.868 -1.863 -0.115  -0.354
O3 4.534 -2.330 0.788  0.087
O4 3.513 -2.472 -1.103  0.076
H12 3.993 0.024 2.105  0.117
H13 1.688 2.903 1.656  0.078
H14 3.205 3.597 1.058  0.084
H15 3.194 2.639 2.544  0.088

M, g mol⁻¹: 357.3
HOMO, hartree: -0.3502
E_LUMO, eV: -0.221
ΔE to the lowest compared entry with this formula, charge and spin, eV: 0.000
2S+1: 1
Frontier orbital gap, eV: 9.31
F_max, eV/Å: 2.21

ORCA calculation (wB97M-V/def2-TZVPD) on 2 unconnected molecules or ions with the total composition C3H9F3N2P2 at a distorted geometry.

Each line ends with the Löwdin charge.
Cartesian coordinates (Å):
C1 -3.696 0.445 1.124  -0.334
C2 1.497 1.548 -0.738  -0.109
C3 0.318 -2.285 0.148  -0.126
N1 -3.237 -2.409 -0.035  -0.343
N2 1.596 0.575 0.349  -0.150
F1 -0.815 0.025 -0.059  -0.326
F2 -0.371 -0.197 2.105  -0.175
F3 1.681 -1.152 1.945  -0.229
P1 -3.666 -1.108 0.523  0.736
P2 0.593 -0.576 0.841  0.616
H1 -4.497 1.152 0.878  -0.007
H2 -3.063 0.397 2.060  0.008
H3 1.936 2.534 -0.502  0.084
H4 2.243 1.173 -1.554  0.105
H5 0.543 1.498 -1.233  0.062
H6 0.741 -2.630 -0.868  0.087
H7 0.533 -2.912 0.953  0.002
H8 -0.852 -2.314 -0.099  0.041
H9 2.509 0.492 0.591  0.059

M, g mol⁻¹: 192.1
HOMO, hartree: -0.3296
E_LUMO, eV: -0.508
ΔE to the lowest compared entry with this formula, charge and spin, eV: 3.828
2S+1: 1
Frontier orbital gap, eV: 8.46
F_max, eV/Å: 4.33